(1)
DFT (wB97M-V/def2-TZVPD) results for a cluster of 3 separate species, C4H12O2 in total.

XYZ file:
```
18
Properties=species:S:1:pos:R:3:forces:R:3:lowdin_charge:R:1
C 0.142229 -0.965593 -0.653674 0.267 0.661 1.483 -0.126
C -1.064780 -0.229637 -0.100108 -0.390 -1.335 -0.279 -0.142
C -1.001506 0.776054 0.758128 1.552 0.888 -0.184 -0.200
C -2.063811 1.629517 1.293151 -2.589 1.324 0.530 -0.128
H 0.239126 -1.952775 -0.206147 -0.233 -0.266 -0.036 0.070
H 0.207490 -1.142393 -1.712180 -0.777 -0.213 -0.253 0.047
H 1.024161 -0.397516 -0.344697 -0.030 -0.249 -0.304 0.075
H -2.020219 -0.716933 -0.325575 -0.009 0.578 -0.158 0.109
H -0.026492 1.128408 1.091650 0.314 -0.230 -0.450 0.107
H -1.835713 2.453849 1.985621 0.967 -0.964 0.506 0.071
H -2.553201 2.347383 0.592379 0.090 -1.225 -0.505 0.086
H -2.853426 1.022703 1.770413 0.055 0.393 -0.243 0.081
O 1.601567 0.298990 -2.821788 -0.023 -0.850 -0.357 -0.078
H 0.726610 0.074608 -2.474603 0.317 0.791 -0.231 -0.013
H 1.937577 -0.603108 -2.984914 0.197 0.715 -0.056 0.051
O 1.752778 -1.103806 1.751747 -1.069 -0.616 0.452 -0.066
H 0.943061 -0.875923 2.231186 0.401 0.861 0.529 0.039
H 1.314973 -1.846214 1.312363 0.957 -0.263 -0.445 0.017
```
Forces are in eV/Å.

Values from the calculation:
E_tot ... -310.0144 hartree
Gap between HOMO and LUMO ... 10.30 eV
Energy above the lowest of the compared OMol25 structures with the same formula, charge and spin ... 36.7 kcal/mol

---

(2)
DFT (wB97M-V/def2-TZVPD) results for a structure of composition C34H43Ge2IMnO2Sb2.

XYZ file:
```
85
Properties=species:S:1:pos:R:3:forces:R:3:lowdin_spin:R:1
Mn 0.141946 -0.517988 -0.646668 -0.272 -0.146 -0.112 2.652
C 4.131147 -0.526101 -2.056424 -0.019 0.009 0.011 -0.022
Sb 2.750815 -1.004626 -0.519528 0.088 0.163 0.129 -0.063
C 2.924775 -3.106372 -0.323591 0.008 0.010 -0.031 -0.021
C 3.633489 -0.247482 1.297277 -0.004 -0.033 0.009 0.002
C 3.623141 -1.315474 2.350706 -0.001 0.005 -0.012 -0.001
C 4.703509 -2.192543 2.425281 0.004 -0.008 -0.011 0.000
C 4.727446 -3.232481 3.339893 -0.005 0.009 0.003 -0.003
C 3.653948 -3.414571 4.200023 -0.001 -0.002 -0.007 0.001
C 2.583380 -2.537958 4.150255 -0.026 -0.016 -0.008 -0.003
C 2.552409 -1.479924 3.241077 -0.005 0.016 0.009 0.000
C 1.413222 -0.508035 3.320453 -0.068 0.060 -0.006 -0.031
Sb -0.193423 -0.884766 1.939018 0.060 -0.241 0.058 -0.119
C -0.574298 -2.952817 2.179645 0.017 0.005 0.012 -0.021
C -1.920254 -0.014611 2.798691 -0.005 0.008 -0.034 -0.019
H 4.910070 -1.286889 -2.037443 0.004 0.008 0.001 -0.003
H 4.573323 0.447481 -1.851951 -0.009 0.007 -0.006 0.000
H 3.645694 -0.524003 -3.029105 -0.004 -0.017 0.002 0.000
H 3.975740 -3.338760 -0.159680 0.000 -0.002 -0.010 -0.003
H 2.576327 -3.587416 -1.235419 -0.016 0.002 0.007 0.000
H 2.348232 -3.448291 0.533307 0.001 0.005 0.003 0.000
H 3.089717 0.655388 1.573887 0.003 0.013 -0.030 0.000
H 4.649693 0.039922 1.027700 0.006 -0.013 0.008 0.000
H 5.552351 -2.044075 1.766264 -0.005 -0.003 0.001 0.000
H 5.585953 -3.888177 3.391165 -0.005 -0.005 -0.005 0.000
H 3.663197 -4.217162 4.924565 -0.001 0.001 -0.001 0.000
H 1.768376 -2.656117 4.855618 0.009 0.008 0.006 0.000
H 1.710281 0.534220 3.214537 -0.001 0.001 -0.049 0.000
H 0.897745 -0.609017 4.277905 0.021 0.027 0.016 -0.005
H -0.723900 -3.134468 3.243810 -0.004 -0.001 -0.002 -0.005
H 0.269836 -3.542124 1.829435 0.009 0.009 0.005 0.000
H -1.470973 -3.220871 1.623575 -0.002 0.005 -0.005 0.000
H -1.998210 -0.418460 3.807965 -0.010 0.003 0.000 -0.004
H -2.793025 -0.312533 2.220347 0.008 0.021 -0.020 0.000
H -1.846563 1.068533 2.846050 0.000 0.001 -0.022 0.000
I -4.138531 -7.367038 0.581076 0.002 0.046 -0.022 -0.001
C -3.676818 -5.421078 0.029444 -0.022 -0.070 0.018 0.000
C -4.532040 -4.378639 0.379036 -0.007 0.038 -0.006 0.000
C -4.215329 -3.081352 0.018073 -0.039 -0.017 -0.025 0.000
C -3.033394 -2.813312 -0.672523 0.072 0.028 0.022 0.000
C -2.187975 -3.864145 -1.032422 0.016 -0.023 -0.016 0.001
C -2.513329 -5.164530 -0.693776 0.012 0.019 -0.015 0.000
C -2.692942 -1.412308 -0.972899 -0.117 0.225 -0.022 0.013
O -3.480776 -0.488008 -0.968864 0.055 0.038 0.045 0.001
O -1.394221 -1.175998 -1.236705 0.241 -0.095 0.009 -0.007
H -5.443889 -4.584148 0.922317 0.005 0.000 0.008 0.000
H -4.881900 -2.267779 0.272277 0.000 -0.003 0.015 0.000
H -1.292356 -3.668932 -1.607624 0.008 0.004 0.022 0.000
H -1.874368 -5.982685 -0.996149 0.008 0.004 0.010 0.000
C -4.176294 4.223316 -1.820021 0.047 0.027 -0.027 0.000
Ge -4.759562 2.401188 -1.793276 -0.093 -0.201 0.063 0.000
C -4.777334 1.354086 -3.386310 -0.098 0.024 -0.042 0.000
C -5.444118 1.699914 -0.155960 -0.225 0.109 -0.014 0.000
Ge 0.728131 1.724594 -1.030953 0.230 -0.032 0.079 -0.187
C 1.388479 2.846111 0.364033 0.030 -0.008 -0.007 -0.039
C 2.506506 3.649798 0.111644 -0.027 0.075 0.000 -0.009
C 3.026514 4.444106 1.122144 0.010 -0.009 0.008 -0.002
C 2.421156 4.460779 2.373127 0.005 0.000 -0.009 0.002
C 1.293555 3.685324 2.624687 -0.005 -0.037 0.005 -0.001
C 0.785478 2.868818 1.627805 0.101 -0.047 0.011 -0.002
C 0.865481 2.446495 -2.808696 -0.016 -0.046 -0.010 -0.058
C -0.229364 3.086584 -3.389520 0.012 0.007 -0.020 -0.011
C -0.111620 3.641579 -4.654368 0.003 0.002 0.005 -0.001
C 1.089212 3.547942 -5.346171 0.000 -0.003 0.006 -0.008
C 2.178552 2.905165 -4.774466 -0.008 -0.006 0.008 -0.002
C 2.069380 2.349486 -3.507646 0.013 0.017 -0.012 -0.012
H -5.034873 4.844593 -1.546462 0.003 0.002 0.001 0.000
H -3.812098 4.528044 -2.797677 0.007 0.007 0.002 0.000
H -3.413734 4.391755 -1.057272 -0.005 0.007 0.004 0.000
H -5.800035 1.374385 -3.779215 0.009 0.002 -0.013 0.000
H -4.531144 0.324050 -3.139428 0.012 -0.020 -0.011 0.000
H -4.111567 1.758584 -4.145098 0.010 -0.009 0.002 0.000
H -6.536784 1.765588 -0.209030 0.000 0.020 0.017 0.000
H -5.113673 2.285026 0.699422 0.012 -0.006 0.003 0.000
H -5.170026 0.652856 -0.071975 0.013 0.003 0.018 0.000
H 2.964631 3.668658 -0.870962 -0.020 0.021 -0.011 -0.001
H 3.891769 5.064559 0.930942 0.003 -0.010 0.004 0.000
H 2.822944 5.091589 3.155011 -0.006 0.007 -0.005 0.000
H 0.816183 3.725222 3.595198 -0.001 0.010 -0.006 0.000
H -0.102857 2.276399 1.820333 -0.009 -0.016 0.009 -0.003
H -1.170595 3.172749 -2.856498 -0.005 0.001 0.003 -0.001
H -0.952690 4.152727 -5.103430 0.001 -0.002 -0.004 0.000
H 1.176710 3.979752 -6.333920 0.001 0.002 0.003 0.000
H 3.113522 2.837419 -5.314144 0.000 0.007 0.000 0.000
H 2.932946 1.859262 -3.071714 -0.011 -0.003 -0.011 -0.001
```
Forces are in eV/Å.

Values from the calculation:
Charge ... +3
2S+1 ... 3
E_tot ... -7553.8433 hartree
Gap between HOMO and LUMO (alpha / beta) ... 4.40 / 5.51 eV
Energy above the lowest of the compared OMol25 structures with the same formula, charge and spin ... 0.0 kcal/mol

---

What is the energy above the lowest of the compared OMol25 structures with the same formula, charge and spin in the first record? 36.7 kcal/mol

---

What is the energy above the lowest of the compared OMol25 structures with the same formula, charge and spin in the second record? 0.0 kcal/mol

---

Which of these has the lowest energy above the lowest of the compared OMol25 structures with the same formula, charge and spin? C34H43Ge2IMnO2Sb2

---

Look up the E_tot of the second one. -7553.8433 hartree